1.
Entry from the Open Molecules 2025 dataset: a 2-piece molecular cluster, C3H10O2 overall at a distorted geometry (wB97M-V/def2-TZVPD).

Cartesian coordinates (Å):
O1 -2.840 -2.284 1.028
C1 0.000 0.000 0.000
C2 -1.955 -1.181 1.053
C3 -0.970 -1.148 -0.127
H1 -3.476 -2.320 1.773
H2 0.601 0.168 -0.909
H3 0.679 -0.041 0.868
H4 -0.687 0.853 0.130
H5 -1.305 -1.424 1.916
H6 -2.470 -0.228 1.278
H7 -1.488 -1.148 -1.105
H8 -0.443 -2.116 -0.025
O2 3.467 1.036 -0.155
H9 3.175 1.643 -0.872
H10 3.265 0.135 -0.495

- ΔE to the lowest compared entry with this formula, charge and spin: 13.6 kcal/mol
- Energy: -270.7501 hartree
- HOMO: -10.096 eV

Here are the natural (NBO) charges for atoms 1 to 4, given in e:
1 O -0.7398
2 C -0.6098
3 C -0.0490
4 C -0.4181

2.
Entry from the Open Molecules 2025 dataset: C54H45AuNP3 as an isolated structure at a distorted geometry (wB97M-V/def2-TZVPD).

Cartesian coordinates (Å):
Au1 0.455 -0.589 0.116
C1 -1.930 -3.372 0.652
N1 -2.101 -3.443 -0.768
C2 -0.898 -3.355 -1.542
P1 -0.347 -1.624 -1.864
C3 -1.736 -0.714 -2.545
C4 -2.543 0.053 -1.705
C5 -3.624 0.750 -2.226
C6 -3.890 0.688 -3.586
C7 -3.076 -0.063 -4.428
C8 -1.992 -0.755 -3.916
C9 0.891 -1.728 -3.167
C10 1.375 -0.515 -3.672
C11 2.335 -0.517 -4.669
C12 2.823 -1.725 -5.161
C13 2.364 -2.925 -4.647
C14 1.403 -2.933 -3.642
C15 -3.359 -3.695 -1.390
C16 -4.456 -4.170 -0.668
C17 -5.664 -4.433 -1.302
C18 -5.813 -4.234 -2.664
C19 -4.725 -3.775 -3.386
C20 -3.512 -3.513 -2.761
P2 -1.389 -1.734 1.352
C21 -2.889 -0.804 1.742
C22 -4.096 -1.091 1.109
C23 -5.195 -0.262 1.304
C24 -5.093 0.859 2.113
C25 -3.885 1.158 2.737
C26 -2.788 0.335 2.541
C27 -0.565 -2.214 2.879
C28 0.708 -2.789 2.774
C29 1.392 -3.176 3.916
C30 0.808 -2.997 5.164
C31 -0.459 -2.439 5.271
C32 -1.148 -2.039 4.133
H1 -1.175 -4.082 1.005
H2 -2.850 -3.579 1.183
H3 -1.004 -3.888 -2.482
H4 -0.071 -3.815 -0.991
H5 -2.331 0.104 -0.646
H6 -4.251 1.344 -1.573
H7 -4.725 1.241 -4.000
H8 -3.288 -0.109 -5.488
H9 -1.353 -1.330 -4.576
H10 0.992 0.424 -3.286
H11 2.703 0.420 -5.067
H12 3.571 -1.723 -5.944
H13 2.741 -3.864 -5.033
H14 1.067 -3.881 -3.241
H15 -4.388 -4.386 0.389
H16 -6.489 -4.823 -0.717
H17 -6.752 -4.455 -3.155
H18 -4.809 -3.621 -4.455
H19 -2.691 -3.150 -3.368
H20 -4.196 -1.947 0.452
H21 -6.134 -0.497 0.816
H22 -5.953 1.500 2.262
H23 -3.797 2.031 3.372
H24 -1.849 0.576 3.015
H25 1.169 -2.927 1.801
H26 2.374 -3.625 3.832
H27 1.340 -3.303 6.056
H28 -0.921 -2.323 6.245
H29 -2.137 -1.608 4.224
C33 -0.744 2.998 5.516
C34 -0.246 1.699 5.457
C35 0.165 1.174 4.245
C36 0.069 1.949 3.084
C37 -0.454 3.238 3.135
C38 -0.847 3.762 4.362
P3 0.785 1.269 1.583
C39 0.538 2.432 0.234
C40 1.610 2.966 -0.478
C41 1.359 3.815 -1.547
C42 0.052 4.122 -1.907
C43 -1.020 3.576 -1.210
C44 -0.780 2.722 -0.144
C45 2.543 1.136 1.922
C46 3.207 1.928 2.826
C47 4.593 1.759 3.023
C48 5.275 0.803 2.319
C49 4.615 -0.026 1.378
C50 5.298 -1.039 0.655
C51 4.621 -1.866 -0.196
C52 3.226 -1.703 -0.390
C53 2.548 -0.723 0.282
C54 3.224 0.142 1.182
H30 -1.043 3.419 6.468
H31 -0.165 1.104 6.359
H32 0.582 0.172 4.199
H33 -0.532 3.841 2.241
H34 -1.220 4.778 4.414
H35 2.628 2.722 -0.198
H36 2.187 4.242 -2.099
H37 -0.134 4.790 -2.741
H38 -2.036 3.815 -1.498
H39 -1.611 2.282 0.402
H40 2.675 2.682 3.395
H41 5.111 2.386 3.739
H42 6.336 0.655 2.485
H43 6.368 -1.148 0.796
H44 5.142 -2.649 -0.734
H45 2.714 -2.364 -1.082

- Energy: -3298.8143 hartree
- Net charge: +2
- HOMO: -12.485 eV

Here are the Mulliken charges for atoms 1 to 4, given in e:
1 Au 1.8561
2 C -2.0362
3 N 0.5271
4 C -2.2386

3.
Entry from the Open Molecules 2025 dataset: a single H3N2O2P molecule at a distorted geometry (wB97M-V/def2-TZVPD).

Cartesian coordinates (Å):
N1 0.211 0.009 -0.591
N2 -3.660 -0.520 -0.233
O1 -2.378 -0.614 0.136
O2 -4.221 -1.405 -0.835
P1 -0.480 -1.300 0.199
H1 0.011 -0.173 -1.622
H2 -0.064 0.828 -0.202
H3 -0.409 -0.575 1.363

- ΔE to the lowest compared entry with this formula, charge and spin: 95.5 kcal/mol
- Energy: -603.0099 hartree
- HOMO: -9.149 eV

Here are the natural (NBO) charges for atoms 1 to 4, given in e:
1 N -1.0965
2 N 0.3786
3 O -0.6742
4 O -0.3410

Calculated LUMO (Eh), listed in the same order as above: 0.031; -0.252; -0.001